(i)
Density functional theory data (ωB97M-V with the def2-TZVPD basis set) for the ion C6H9N2 with charge +1.

CARTESIAN COORDINATES (ANGSTROEM)
C: -0.11513 1.53549 0.92948
C: -0.32017 -0.10013 -0.98874
C: 0.46773 0.65577 1.86708
C: -0.52271 1.24002 -0.40296
C: 0.00755 -1.23677 -0.43940
C: 0.33690 -2.64521 -0.61216
N: 0.43598 -0.59745 1.73496
N: -0.93533 2.17514 -1.29469
H: -0.27859 2.62662 1.23545
H: -0.59206 -0.12331 -1.97957
H: 0.93124 1.07568 2.85315
H: 0.09688 -3.34349 0.22887
H: -0.32392 -2.77006 -1.51584
H: 1.37886 -2.45592 -0.84755
H: 0.84086 -1.09682 2.50716
H: -0.78473 3.09600 -1.03166
H: -0.62336 1.96442 -2.24360

Output
Charge: +1
2S+1: 1

(ii)
Density functional theory data (ωB97M-V with the def2-TZVPD basis set) for the ion C6H9N2 with charge +1.

CARTESIAN COORDINATES (ANGSTROEM)
N: -2.17054 0.37868 -0.39841
C: -0.83542 0.33916 0.22935
N: -0.24307 1.40495 -0.05272
C: 1.09166 1.57136 0.19327
C: 2.06291 0.59190 -0.01183
C: 1.61556 -0.75577 -0.42499
C: 0.51872 -1.50926 -0.14649
C: -0.40811 -0.94907 0.87363
H: -2.16205 1.37227 -1.01140
H: -2.89226 0.17963 0.34836
H: -2.34205 -0.31251 -1.12173
H: 1.31957 2.52488 0.48570
H: 3.09776 0.74299 0.04504
H: 2.33960 -1.19540 -1.21007
H: 0.22295 -2.30644 -0.73309
H: -1.32198 -1.59144 1.16736
H: 0.10677 -0.48594 1.76804

Output
Charge: +1
2S+1: 1
SMILES: [NH3+]C1=NC=CC=CC1

(iii)
Density functional theory data (ωB97M-V with the def2-TZVPD basis set) for a structure of composition C6H9N2.

CARTESIAN COORDINATES (ANGSTROEM)
C: -0.85865 -0.77906 1.45180
C: -1.64583 -0.26327 0.55236
C: 0.49215 -0.56909 1.05834
C: -0.86006 0.29557 -0.50399
C: 1.70750 -0.81040 1.56819
C: -1.47285 0.95386 -1.64973
N: 1.93132 0.64169 -1.12129
N: 0.40283 0.12443 -0.11076
H: -1.17984 -1.32070 2.43396
H: -2.75960 -0.24664 0.70520
H: 2.63785 -0.57878 0.92495
H: 1.99074 -0.27072 -1.66472
H: 2.00448 -1.18763 2.54436
H: -0.73795 0.89959 -2.48203
H: -1.72938 1.96618 -1.49629
H: -2.39643 0.43759 -1.98941
H: 2.47371 0.70739 -0.22093

Output
Charge: +1
2S+1: 1

Decreasing stability: (ii), (i), (iii)

(i)
Density functional theory data (ωB97M-V with the def2-TZVPD basis set) for the ion HN2O2S with charge -1.

CARTESIAN COORDINATES (ANGSTROEM)
O: 0.28576 1.86305 0.07193
N: -0.00734 0.69082 -0.03026
O: 1.27477 -0.18593 -0.14336
N: -1.14666 0.18364 0.06619
S: -1.46175 -1.34438 0.04099
H: 1.05522 -1.20719 -0.00548

Output
Charge: -1
2S+1: 1
SMILES: [O-]N(O)N=S

(ii)
Density functional theory data (ωB97M-V with the def2-TZVPD basis set) for a cluster of 2 separate species, HN2O2S in total.

CARTESIAN COORDINATES (ANGSTROEM)
N: 0.58117 0.47229 1.18255
N: -0.59362 0.78520 -0.78751
O: -1.42531 -0.09711 -0.95482
O: -0.18518 1.53045 -1.64097
S: 0.28280 -0.99481 1.41441
H: 1.34015 -1.69601 0.78634

Output
Charge: -1
2S+1: 1

Decreasing stability: (i), (ii)

(i)
Density functional theory data (ωB97M-V with the def2-TZVPD basis set) for a cluster of 3 separate species, C4H16N2O2 in total.

CARTESIAN COORDINATES (ANGSTROEM)
C: 0.09499 0.21298 1.67237
N: 0.17167 0.12821 0.21705
C: -1.09281 -0.62215 -0.17944
C: 1.45319 -0.45457 -0.35805
C: 1.38671 -0.86164 -1.85705
N: 0.89608 0.06506 -2.90187
H: -0.65053 0.92998 1.93174
H: -0.18746 -0.78439 2.09413
H: 0.93789 0.60087 2.18853
H: -0.84481 -1.55791 -0.53884
H: -1.70207 0.13345 -0.75565
H: -1.63977 -0.84662 0.71369
H: 2.17716 0.35137 -0.35063
H: 1.87882 -1.41773 0.11121
H: 2.29070 -1.20861 -2.23978
H: 0.66532 -1.78430 -1.92510
H: -0.00865 0.53440 -2.69470
H: 1.56047 0.75925 -3.16693
O: -1.60064 -0.66970 4.50056
H: -1.67699 0.22815 4.09087
H: -1.22097 -1.28251 3.87137
O: -0.69758 2.05136 -1.72363
H: -1.52407 1.61922 -1.47621
H: -0.19598 1.67148 -0.94239

Output
Charge: 0
2S+1: 1
SMILES: CN(C)CCN.O.O

(ii)
Density functional theory data (ωB97M-V with the def2-TZVPD basis set) for a cluster of 3 separate species, C4H16N2O2 in total.

CARTESIAN COORDINATES (ANGSTROEM)
C: -0.32250 -1.71935 -2.37817
N: -1.11688 -0.75105 -1.58837
C: -0.57256 -0.74089 -0.20325
C: 0.60198 0.31011 -0.15473
N: 0.30992 1.27031 0.90654
C: 1.45707 2.11143 1.22471
H: -0.95371 -2.62092 -2.46119
H: 0.70309 -1.86678 -2.06660
H: -0.42950 -1.34746 -3.40765
H: -2.10711 -1.01253 -1.48766
H: -1.36572 -0.80474 0.52200
H: -0.00974 -1.69460 0.05882
H: 1.51905 -0.26372 -0.15003
H: 0.47760 0.79609 -1.13724
H: -0.43107 1.83142 0.49160
H: 1.90078 1.77931 2.15672
H: 2.27588 2.13904 0.48477
H: 1.19072 3.10662 1.52267
O: 1.80889 -1.24941 1.61581
H: 0.89668 -1.20380 1.92218
H: 2.10446 -2.15151 1.77840
O: -2.72332 1.69723 0.64751
H: -2.67076 1.47154 1.57893
H: -2.54327 0.91366 0.12422

Output
Charge: 0
2S+1: 1
SMILES: CNCCNC.O.O

Decreasing stability: (i), (ii)

(i)
Density functional theory data (ωB97M-V with the def2-TZVPD basis set) for a cluster of 3 separate species, C4H16N2O2 in total.

CARTESIAN COORDINATES (ANGSTROEM)
N: 0.42648 -0.48287 -2.34044
C: 1.64222 -0.87966 -1.58313
C: 1.33364 -1.68140 -0.27848
C: -0.11781 -1.86186 0.19959
C: -0.76250 -0.56574 0.61401
N: -0.04438 0.41942 1.46476
H: 0.21195 0.49104 -2.19292
H: 0.66937 -0.60285 -3.31615
H: 2.17350 0.04107 -1.30719
H: 2.38837 -1.42790 -2.16722
H: 1.92771 -1.22097 0.50923
H: 1.77446 -2.67612 -0.38782
H: -0.27551 -2.68019 0.90339
H: -0.69455 -2.17356 -0.67865
H: -0.90789 0.07687 -0.24533
H: -1.77297 -0.71386 1.01274
H: 0.47807 0.04259 2.24841
H: 0.60207 1.00418 0.95772
O: -1.53047 2.56688 2.41504
H: -1.15566 1.70007 2.13893
H: -2.19389 2.22474 3.02122
O: -1.40968 2.43647 -0.48427
H: -1.19577 3.25541 -0.94115
H: -1.56677 2.70824 0.43769

Output
Charge: 0
2S+1: 1
SMILES: NCCCCN.O.O

(ii)
Density functional theory data (ωB97M-V with the def2-TZVPD basis set) for a cluster of 3 separate species, C4H16N2O2 in total.

CARTESIAN COORDINATES (ANGSTROEM)
C: -0.26079 -1.10309 1.98248
C: -1.45026 -1.55034 1.15983
C: -1.83553 -0.61466 -0.02597
N: -1.75303 0.79281 0.32413
C: -1.64694 1.73180 -0.76440
N: -2.79959 1.79818 -1.63647
H: -0.41506 -1.23585 3.05497
H: 0.11342 -0.09034 1.86609
H: 0.52986 -1.84949 1.81552
H: -1.34092 -2.51826 0.66430
H: -2.36732 -1.64234 1.73906
H: -2.85121 -0.89556 -0.31968
H: -1.21807 -0.78336 -0.90869
H: -2.47919 1.09202 0.96706
H: -1.41162 2.68934 -0.29998
H: -0.81629 1.44024 -1.40281
H: -3.69705 1.91878 -1.20349
H: -2.70600 1.89415 -2.62713
O: 5.39851 -1.29796 0.94411
H: 5.08386 -0.46638 1.31597
H: 4.67296 -1.90958 1.14283
O: 4.31403 1.08845 -2.91640
H: 3.77964 0.85060 -2.14637
H: 5.15660 0.66083 -2.72495

Output
Charge: 0
2S+1: 1
SMILES: CCCNCN.O.O

(iii)
Density functional theory data (ωB97M-V with the def2-TZVPD basis set) for a cluster of 3 separate species, C4H16N2O2 in total.

CARTESIAN COORDINATES (ANGSTROEM)
C: -2.54673 -0.60442 0.43937
N: -1.51853 -1.70818 0.61722
C: -0.18142 -1.38922 -0.00024
C: -0.25967 -0.82970 -1.42125
C: 0.53226 -0.38544 0.80810
N: 2.02765 -0.40963 0.59286
H: -2.71967 -0.46217 -0.57560
H: -3.54101 -0.83494 0.84743
H: -2.11829 0.29923 0.92161
H: -1.95964 -2.57723 0.24183
H: 0.51536 -2.28384 -0.32604
H: -1.24069 -0.72705 -1.90536
H: 0.34216 -1.50965 -2.07966
H: 0.17954 0.16746 -1.55566
H: 0.42392 0.63900 0.55408
H: 0.34386 -0.40895 1.88050
H: 2.45675 -1.14544 0.00445
H: 2.54895 -0.52814 1.40679
O: -0.52291 3.07983 0.89070
H: 0.18534 3.36799 1.47079
H: -0.17372 3.00912 -0.03212
O: 2.33074 1.88539 -1.25387
H: 2.08022 1.02308 -0.96597
H: 2.81553 2.33290 -0.55995

Output
Charge: 0
2S+1: 1
SMILES: CN[C@@H](C)CN.O.O

(iv)
Density functional theory data (ωB97M-V with the def2-TZVPD basis set) for a cluster of 3 separate species, C4H16N2O2 in total.

CARTESIAN COORDINATES (ANGSTROEM)
C: 0.06313 -2.03969 -1.31860
C: 1.42887 -1.55345 -0.85278
C: 1.56945 0.00134 -0.83254
N: 0.36950 0.59118 -0.15542
C: 0.08032 1.99793 0.02434
N: -0.82227 2.65514 1.00828
H: -0.43673 -1.44465 -2.15530
H: -0.57938 -1.98056 -0.39202
H: 0.02371 -3.10575 -1.52331
H: 1.59060 -1.99528 0.14537
H: 2.34269 -1.92095 -1.44043
H: 1.43297 0.38522 -1.95458
H: 2.55733 0.37523 -0.54242
H: -0.45601 0.31709 -0.58041
H: 1.09848 2.55966 0.20825
H: -0.25129 2.48266 -0.90694
H: -1.74114 2.56173 0.71685
H: -0.77939 2.41196 1.96113
O: -2.54612 -0.13290 0.21759
H: -1.98973 -0.56430 0.90865
H: -3.33033 0.28261 0.62944
O: -0.26874 -0.74767 2.33943
H: 0.09970 -0.15162 1.68227
H: 0.54438 -0.98493 2.81314

Output
Charge: 0
2S+1: 1
SMILES: CCCNCN.O.O

Decreasing stability: (i), (ii), (iv), (iii)

(i)
Density functional theory data (ωB97M-V with the def2-TZVPD basis set) for a cluster of 3 separate species, C4H16N2O2 in total.

CARTESIAN COORDINATES (ANGSTROEM)
C: -0.26014 -1.50950 0.01595
C: -0.33234 -0.28775 0.98375
C: 0.78409 0.71991 0.60766
N: 1.30213 1.36749 1.83129
C: 0.28099 1.85045 -0.27133
N: -0.25270 1.44258 -1.57754
H: 0.21192 -1.09984 -0.87194
H: 0.30529 -2.37327 0.34067
H: -1.28751 -1.77321 -0.23880
H: -0.19557 -0.61624 2.00472
H: -1.28462 0.20994 0.82299
H: 1.57058 0.13756 0.13701
H: 1.56335 0.68841 2.52735
H: 2.06147 1.99370 1.61205
H: -0.51361 2.41255 0.19292
H: 1.11836 2.52265 -0.47138
H: 0.30819 0.76058 -2.07058
H: -1.25395 1.30064 -1.59814
O: 2.44665 -0.69023 -2.30074
H: 2.55759 -0.97784 -3.21694
H: 3.24365 -1.04664 -1.88853
O: -3.83826 -2.04081 1.19109
H: -2.88341 -2.01094 1.05260
H: -4.17152 -2.11409 0.27427

Output
Charge: 0
2S+1: 1
SMILES: CC[C@H](N)CN.O.O

(ii)
Density functional theory data (ωB97M-V with the def2-TZVPD basis set) for a cluster of 3 separate species, C4H16N2O2 in total.

CARTESIAN COORDINATES (ANGSTROEM)
N: 1.71208 2.20289 -0.00014
C: 0.82726 1.29892 -0.70515
C: -0.16193 0.55580 0.17806
C: 0.38022 -0.78538 0.74747
C: -0.64156 -1.68319 1.60404
N: -2.05089 -1.51257 1.40959
H: 1.28911 2.72747 0.74952
H: 2.53880 1.79830 0.37890
H: 0.30668 1.79578 -1.55054
H: 1.52608 0.55671 -1.14096
H: -0.45164 1.13847 1.08595
H: -1.17738 0.41314 -0.23383
H: 1.19114 -0.66770 1.53491
H: 0.82838 -1.42623 -0.01766
H: -0.26585 -2.70876 1.37476
H: -0.37593 -1.35884 2.62702
H: -2.37148 -0.71707 0.86335
H: -2.39021 -2.21331 0.76607
O: -2.15658 2.44849 -2.24340
H: -1.86917 1.94806 -1.48280
H: -3.09135 2.62455 -2.30172
O: 2.51923 -1.91452 -1.35184
H: 2.30202 -2.61684 -0.70543
H: 1.58297 -1.90414 -1.58616

Output
Charge: 0
2S+1: 1
SMILES: NCCCCN.O.O

Decreasing stability: (i), (ii)

(i)
Density functional theory data (ωB97M-V with the def2-TZVPD basis set) for an isolated molecule of C2H3NP2.

CARTESIAN COORDINATES (ANGSTROEM)
C: 0.15846 1.54862 0.23888
C: 0.23546 -1.30038 -0.36750
N: 1.32641 1.71504 0.00396
P: 1.72415 -1.95933 -0.03873
P: -0.62464 -0.20722 0.72356
H: -0.72602 2.21708 0.61275
H: -0.22812 -1.78976 -1.30128
H: -1.86571 -0.22405 0.12835

Output
Charge: 0
2S+1: 1

(ii)
Density functional theory data (ωB97M-V with the def2-TZVPD basis set) for an isolated molecule of C2H3NP2.

CARTESIAN COORDINATES (ANGSTROEM)
C: 0.88565 1.84357 0.21596
C: 0.69558 1.18886 1.56722
N: 0.90344 2.44444 -0.76541
P: -1.51455 -0.10046 -0.03028
P: 0.03184 -0.57042 1.13609
H: 1.56286 1.09273 2.04879
H: 0.00229 1.71060 2.25411
H: -1.82788 -1.49296 -0.09519

Output
Charge: 0
2S+1: 1

(iii)
Density functional theory data (ωB97M-V with the def2-TZVPD basis set) for a structure of composition C2H3NP2.

CARTESIAN COORDINATES (ANGSTROEM)
C: 0.88066 -0.24595 1.24094
C: -1.48706 0.50589 0.21021
N: 0.23409 -0.61018 2.22522
P: -1.98361 -0.05890 1.69696
P: 0.25845 0.61252 -0.26197
H: 1.96448 -0.39038 1.20343
H: -2.17684 0.95035 -0.49285
H: 0.30255 -0.55589 -1.03919

Output
Charge: 0
2S+1: 1

Decreasing stability: (ii), (iii), (i)